{
  "formula": "C8H5Cl2NO",
  "method": "the ωB97M-V functional and the def2-TZVPD basis",
  "e_above_lowest_ev": 2.636,
  "homo_ev": -8.58,
  "total_charge": 0,
  "energy_ev": -36955.757,
  "homo_lumo_gap_ev": 8.343,
  "smiles": "O=C1N[C@@]12C=CC=CC2=C(Cl)Cl",
  "elements": ["C", "C", "C", "C", "C", "C", "C", "C", "N", "O", "Cl", "Cl", "H", "H", "H", "H", "H"],
  "xyz": [[-0.9087, -0.0877, -1.0323], [-0.4605, -1.2972, -0.2483], [-0.1615, 1.0412, -0.9767], [0.7784, -1.4667, 0.2169], [1.0387, 1.0566, -0.0967], [1.7179, -0.2938, -0.0057], [1.8399, 2.2425, 0.2526], [3.0548, -0.5309, -0.0712], [0.7464, 2.0232, 0.9903], [2.7923, 2.9635, 0.0776], [3.8033, -1.8685, 0.3849], [4.1888, 0.6833, -0.6936], [-1.8070, -0.1672, -1.6539], [-1.2185, -2.0940, -0.1743], [-0.5959, 1.9772, -1.2621], [1.0647, -2.5008, 0.6053], [0.5610, 1.8341, 1.9606]],
  "forces_ev_per_a": [[1.31, -0.20, 0.62], [-1.40, 0.16, -1.29], [-0.89, -1.34, 0.20], [0.68, -0.07, 0.10], [-0.01, -1.01, -1.93], [-0.04, -1.63, 1.34], [0.95, 1.64, -0.54], [-1.74, 4.23, -1.23], [0.33, -0.12, 1.16], [-1.40, -0.43, 0.53], [1.42, -3.32, 0.85], [-0.39, -0.78, 0.19], [0.21, 0.18, 0.56], [0.58, 0.29, 0.03], [0.22, 0.44, -0.63], [-0.08, 1.90, -0.30], [0.26, 0.05, 0.35]]
}